# 1
{
  "formula": "C36H65IrN4OS3SeSi3",
  "method": "the ωB97M-V functional and the def2-TZVPD basis",
  "elements": ["Ir", "Se", "S", "S", "S", "Si", "Si", "Si", "O", "N", "N", "N", "N", "C", "C", "C", "C", "C", "C", "C", "C", "C", "C", "C", "C", "C", "C", "C", "C", "C", "C", "C", "C", "C", "C", "C", "C", "C", "C", "C", "C", "C", "C", "C", "C", "C", "C", "C", "C", "H", "H", "H", "H", "H", "H", "H", "H", "H", "H", "H", "H", "H", "H", "H", "H", "H", "H", "H", "H", "H", "H", "H", "H", "H", "H", "H", "H", "H", "H", "H", "H", "H", "H", "H", "H", "H", "H", "H", "H", "H", "H", "H", "H", "H", "H", "H", "H", "H", "H", "H", "H", "H", "H", "H", "H", "H", "H", "H", "H", "H", "H", "H", "H", "H"],
  "positions_angstrom": [[1.05884, -0.48924, 1.32033], [-2.60870, 0.31736, 1.70345], [0.68884, -1.25511, -0.76162], [-0.43650, -2.11138, 1.96366], [-0.59533, 1.10900, 1.12496], [4.09174, -2.04516, 0.71591], [3.01720, -0.83793, 3.34621], [3.93247, 1.11065, 1.15044], [1.59766, 0.07640, 3.47388], [-3.19835, 1.90610, -1.97942], [-2.92680, -0.21860, -2.05286], [1.07679, 1.20731, -1.72602], [1.77447, -0.50445, -3.08628], [3.02908, -3.59872, 0.66436], [1.49133, 2.27545, -2.62590], [5.66813, -2.51102, 1.63765], [3.24608, -0.58997, 1.53537], [-5.27544, 3.47090, 1.18571], [-4.09616, -2.39782, -2.07589], [4.12940, 1.46783, -0.68908], [-2.59434, 0.12768, 4.58009], [-2.23625, 0.36827, -5.66720], [4.37034, -0.20520, 4.46998], [-2.46492, 1.74740, -5.63155], [1.23050, -0.09007, -1.93895], [-2.81349, 2.39010, -4.45167], [-2.04300, -0.36266, 3.40101], [2.68041, -2.57872, 3.90843], [-1.20127, -1.48613, 3.43850], [2.88748, 2.50263, 1.85279], [-4.92682, 3.57859, -1.33072], [-5.39453, -2.09526, 0.09713], [1.05009, 0.77264, 4.58561], [-2.71764, 0.23255, -3.34969], [-1.58052, -1.66140, 5.81750], [-0.98759, -2.13329, 4.65378], [-3.22156, 0.79341, -1.19418], [-5.62358, 2.86452, -0.17038], [0.57396, 2.44775, -3.82911], [0.71451, -2.39862, -4.26904], [-2.36696, -0.41333, -4.52674], [1.92690, -1.89980, -3.49834], [4.66038, -1.70816, -1.04140], [-2.85554, -1.61616, -1.65055], [-2.91742, 1.61054, -3.30856], [-2.36613, -0.51872, 5.78898], [-5.38235, -1.90073, -1.41715], [5.66937, 1.39348, 1.82738], [-3.44185, 3.24580, -1.46372], [1.84703, 2.46602, 1.51972], [-5.78764, 2.94366, 1.99194], [5.48707, -0.99633, -1.06973], [0.83611, -3.45388, -4.51700], [-1.41583, -2.18492, 6.75150], [3.58928, -3.18503, 3.87791], [-0.18647, -2.29199, -3.66218], [3.35772, 0.99490, -1.29466], [0.58646, 0.07734, 5.28669], [2.52844, 2.10011, -2.92915], [6.17348, -3.33846, 1.13031], [-5.11051, -3.11677, 0.36369], [2.07328, -2.49130, -2.59704], [1.96417, -3.38013, 0.74099], [-5.51710, -0.83964, -1.64586], [-2.80514, -0.13547, 6.70164], [-4.69925, -1.41467, 0.59099], [0.57235, -1.84208, -5.19735], [1.49427, 3.18736, -2.03108], [-4.20561, 3.40191, 1.39261], [-2.93860, 3.30998, -0.49832], [6.15073, 2.18691, 1.24742], [1.84002, 1.33582, 5.08829], [5.01412, -2.64409, -1.48549], [0.95412, 3.23769, -4.47852], [0.47953, 1.53726, -4.42400], [-6.38777, -1.90715, 0.50803], [-3.22536, 1.00721, 4.53887], [5.67009, 1.70420, 2.87166], [-1.96804, -0.10092, -6.60535], [-5.01642, 4.66133, -1.19433], [6.36690, -1.67163, 1.67876], [-2.21015, -1.48422, -4.55793], [-5.41961, 3.32937, -2.27517], [0.29209, 1.46055, 4.21450], [1.92252, -3.06678, 3.29375], [-6.22725, -2.43085, -1.86332], [4.08294, 2.55033, -0.84702], [-2.99530, 3.45721, -4.43183], [3.85921, -1.31261, -1.66812], [-2.37103, 2.32453, -6.54246], [-1.95365, -2.05569, -2.08206], [-2.73115, -1.61935, -0.56845], [0.60882, 1.44263, -0.85447], [1.95382, 0.19428, -3.78949], [3.19017, -4.13899, -0.27336], [3.31021, 3.46508, 1.54741], [-2.96012, 3.95326, -2.14051], [-0.42882, 2.71555, -3.50512], [-3.93314, -3.44832, -1.81628], [-4.20268, -2.34715, -3.16390], [5.09631, 1.12322, -1.05738], [2.86691, 2.47899, 2.94602], [-5.33997, 1.80955, -0.17361], [6.29568, 0.50194, 1.74855], [5.47440, -2.82683, 2.66548], [5.34245, -0.54503, 4.10526], [2.83569, -1.96112, -4.09718], [2.32798, -2.56370, 4.94462], [4.23933, -0.58773, 5.48659], [3.28010, -4.27698, 1.48446], [-0.34935, -3.00796, 4.68104], [-5.56896, 4.52315, 1.23122], [4.40222, 0.88499, 4.52634], [-6.70398, 2.91274, -0.32560]],
  "lowdin_charge": [0.51, 0.64, 0.63, 0.56, 0.10, 0.37, 0.26, 0.38, -0.42, -0.04, -0.04, 0.00, 0.03, -0.19, -0.22, -0.18, -0.57, -0.11, -0.18, -0.18, -0.13, -0.10, -0.15, -0.10, -0.69, -0.03, -0.63, -0.16, -0.66, -0.18, -0.19, -0.10, -0.09, -0.16, -0.10, -0.13, -0.07, -0.26, -0.06, -0.07, -0.02, -0.25, -0.17, -0.17, -0.17, -0.10, -0.26, -0.17, -0.15, -0.02, 0.07, 0.02, 0.08, 0.10, 0.03, 0.05, -0.01, 0.08, 0.11, 0.04, 0.08, 0.08, -0.03, 0.10, 0.10, 0.02, 0.08, 0.13, 0.05, 0.11, 0.03, 0.09, 0.04, 0.09, 0.07, 0.07, 0.10, 0.02, 0.10, 0.11, 0.02, 0.10, 0.11, 0.08, 0.00, 0.10, 0.04, 0.11, 0.00, 0.10, 0.09, 0.08, 0.01, 0.13, 0.03, 0.04, 0.11, 0.06, 0.12, 0.10, 0.03, 0.03, 0.08, 0.02, 0.02, 0.04, 0.12, 0.04, 0.04, 0.03, 0.10, 0.07, 0.03, 0.10],
  "de_lowest_ev": 1.0035,
  "homo_energy_ev": -6.8871,
  "total_energy_ev": -170724.42793,
  "lumo_ha": -0.014
}


# 2
{
  "formula": "C36H67ErF5N2OSb2Si3",
  "method": "the ωB97M-V functional and the def2-TZVPD basis",
  "elements": ["Er", "Sb", "Sb", "Si", "Si", "Si", "F", "F", "F", "F", "F", "O", "N", "N", "C", "C", "C", "C", "C", "C", "C", "C", "C", "C", "C", "C", "C", "C", "C", "C", "C", "C", "C", "C", "C", "C", "C", "C", "C", "C", "C", "C", "C", "C", "C", "C", "C", "C", "C", "C", "H", "H", "H", "H", "H", "H", "H", "H", "H", "H", "H", "H", "H", "H", "H", "H", "H", "H", "H", "H", "H", "H", "H", "H", "H", "H", "H", "H", "H", "H", "H", "H", "H", "H", "H", "H", "H", "H", "H", "H", "H", "H", "H", "H", "H", "H", "H", "H", "H", "H", "H", "H", "H", "H", "H", "H", "H", "H", "H", "H", "H", "H", "H", "H", "H", "H", "H"],
  "positions_angstrom": [[-0.47214, -2.12326, -1.06963], [0.31243, 4.90160, -1.66456], [-0.95097, -3.68104, 1.99472], [0.85549, -0.61537, 3.06395], [-3.78976, -3.60217, 0.40918], [2.23262, -3.53958, 3.75701], [-4.30785, -0.15911, -0.52258], [-3.43635, 1.81047, -0.74818], [-2.41823, -1.23432, -2.30424], [-1.71622, -0.32250, -0.39173], [-4.34079, 0.86650, -2.46987], [0.95046, -1.52467, -3.02647], [1.40388, -2.97661, 0.13213], [-0.85212, -5.69741, -0.76155], [-0.99560, 4.37819, -3.49843], [-1.87371, 5.68001, 0.40574], [-0.47207, -4.57959, -3.36230], [1.30756, -2.39401, 2.52640], [1.14711, -3.63704, 5.33154], [2.95463, 6.60444, -1.76507], [2.89465, 4.49730, -3.25770], [3.55733, -2.96634, -0.98309], [3.29257, -1.76772, 1.03906], [-3.56417, 0.61443, -1.35668], [2.49842, -5.20572, 2.93825], [4.03099, -1.99420, -0.06522], [0.84494, 0.39958, 1.46645], [-1.96426, -3.64000, -0.00875], [-5.04416, -3.40433, -0.99082], [-0.68942, -5.80701, 2.48242], [-4.08629, -2.41261, 1.83106], [1.98391, -2.39816, 1.24245], [2.68021, 5.10891, -1.86474], [-1.27647, -3.91738, -2.39949], [-1.36330, -4.47905, -1.01223], [-0.70640, 2.83117, -3.55851], [2.26294, -3.43320, -0.82599], [3.19768, 4.34226, -0.69295], [-0.74413, -0.33395, 4.07676], [-2.44580, 4.63789, -3.11626], [-0.13478, -6.31015, -1.70147], [-2.23196, 0.14153, -1.76548], [-0.96770, 7.70155, -0.95514], [-4.18761, -5.31996, 1.03021], [-0.59291, 5.15269, -4.73850], [2.22350, 0.09283, 4.12799], [-0.66697, 6.45081, -0.09236], [0.10097, -5.78818, -2.97998], [3.93568, -2.95594, 4.33846], [0.38028, 6.64158, 0.94734], [4.04384, 6.85197, -1.83025], [3.68900, -1.13317, 1.84350], [3.97193, 4.51607, -3.42888], [-3.78671, -5.49838, 2.06672], [-3.78580, -6.05415, 0.30010], [0.51669, 5.73473, 1.53809], [-5.95936, -3.33885, -0.42291], [-1.46297, 0.28024, 3.49070], [-0.52580, 0.18110, 5.07803], [5.01299, -1.48988, -0.21123], [0.00302, 8.22766, -1.10552], [-5.24709, -5.51692, 1.09669], [-0.49357, 6.27043, -4.49175], [-1.66369, -6.24231, 2.67748], [0.25407, -4.27801, 5.25519], [0.82222, -0.67776, -3.51144], [-0.20375, -6.24062, 1.58808], [2.19393, -0.14978, 5.18888], [2.49292, 5.14390, -4.03283], [2.72537, 3.33117, -0.66424], [1.77824, -3.97844, 6.19897], [-5.06574, -4.24905, -1.66831], [0.02351, 7.40898, 1.63102], [4.30086, 4.17170, -0.78149], [-1.58282, 8.46454, -0.44660], [0.33861, 2.55643, -3.53448], [-1.11784, 2.47954, -4.54365], [-2.32146, 6.18917, 1.26327], [2.11041, 1.21013, 4.15695], [0.65934, -6.35019, -3.72732], [2.42072, 7.12542, -2.63029], [0.37110, 4.82046, -5.14755], [2.52280, 3.44141, -3.39386], [2.06076, -5.24736, 1.94058], [-4.02155, -2.82861, 2.80559], [1.81361, -4.03008, -1.63498], [-5.14976, -2.08205, 1.75831], [-1.61010, 4.65367, 0.73552], [0.13388, -7.37063, -1.53002], [3.01300, 4.93619, 0.23494], [-3.50612, -1.50492, 1.70561], [1.35172, 7.02399, 0.58399], [-0.20544, -4.08886, -4.29845], [-0.09245, -5.94119, 3.44251], [1.90987, -1.50242, -2.78290], [-1.20064, 2.32518, -2.75038], [-1.43494, 7.54640, -1.92896], [3.59794, -5.42016, 2.82842], [2.63062, 7.10502, -0.79801], [-2.68625, 5.60845, -0.37215], [4.19109, -1.91276, 4.03967], [-2.09011, -3.22154, -2.71101], [4.62111, -3.66353, 3.81578], [-4.92954, -2.43436, -1.51409], [-2.66146, 4.13202, -2.18960], [0.45673, -0.23633, 0.63561], [1.92118, 0.51961, 1.14881], [0.75689, -2.64127, 5.58675], [2.05848, -6.03622, 3.50032], [0.27371, 1.33252, 1.38570], [-2.69873, 5.68556, -2.98671], [4.18795, -3.38713, -1.76856], [3.92886, -3.07085, 5.44563], [-1.26433, -1.29250, 4.28192], [3.28722, -0.10108, 3.86885], [-1.30324, 5.05484, -5.58121], [-3.13106, 4.24971, -3.88969]],
  "mulliken_spin": [3.03, 0.00, 0.00, 0.00, 0.00, 0.00, 0.00, 0.00, 0.00, 0.00, 0.00, 0.00, -0.01, 0.00, 0.00, 0.00, 0.00, 0.01, 0.00, 0.00, 0.00, 0.00, 0.00, 0.00, 0.00, 0.00, 0.00, -0.01, 0.00, 0.00, 0.00, 0.00, 0.00, 0.00, 0.00, 0.00, 0.00, 0.00, 0.00, 0.00, 0.00, 0.00, 0.00, 0.00, 0.00, 0.00, 0.00, 0.00, 0.00, 0.00, 0.00, 0.00, 0.00, 0.00, 0.00, 0.00, 0.00, 0.00, 0.00, 0.00, 0.00, 0.00, 0.00, 0.00, 0.00, 0.00, 0.00, 0.00, 0.00, 0.00, 0.00, 0.00, 0.00, 0.00, 0.00, 0.00, 0.00, 0.00, 0.00, 0.00, 0.00, 0.00, 0.00, 0.00, 0.00, 0.00, 0.00, 0.00, 0.00, 0.00, 0.00, 0.00, 0.00, 0.00, 0.00, 0.00, 0.00, 0.00, 0.00, 0.00, 0.00, 0.00, 0.00, 0.00, 0.00, 0.00, 0.00, 0.00, 0.00, 0.00, 0.00, 0.00, 0.00, 0.00, 0.00, 0.00, 0.00],
  "s2": 3.75,
  "spin_multiplicity": 4,
  "homo_energy_ev": [-8.1229, -8.1229],
  "total_energy_ev": -121354.32179,
  "lumo_ha": [-0.137, -0.135],
  "charge": 1
}


What is the formula in the first record?
C36H65IrN4OS3SeSi3


Number 1 is which compound?
C36H65IrN4OS3SeSi3